(1)
The following is a quantum chemistry calculation of C24H40BBeBrN6 as an isolated structure, from OMol25.

Properties
LUMO, Eh: 0.0179
E, eV: -105606.326
Gap between HOMO and LUMO, eV: 9.3
Max |F|, eV/A: 0.586
E_HOMO, eV: -8.76

```
! RIJCOSX wB97M-V def2-TZVPD def2/J DEFGRID3
* xyz 0 1
Be 0.00034 0.03583 -0.32664
C -0.00214 3.78338 3.00907
C -0.00151 3.27020 1.60772
C -0.00156 3.97478 0.42570
C -0.00081 3.01344 -0.59802
N -0.00029 1.79580 -0.06618
N -0.00079 1.96064 1.30959
B 0.00006 0.73829 2.28611
N 1.23966 -0.11572 1.95383
N 1.54521 -0.24814 0.62678
C 2.75212 -0.82018 0.56780
C 3.18262 -1.11843 1.87077
C 2.20404 -0.64056 2.71719
C 2.13490 -0.65165 4.20795
C 3.59568 -0.98264 -0.68531
C 3.24074 0.04630 -1.76033
C 5.06469 -0.74478 -0.29782
C 3.44507 -2.40772 -1.23255
N -1.23813 -0.11775 1.95345
N -1.54462 -0.24878 0.62646
C -2.75019 -0.82379 0.56779
C -3.17863 -1.12468 1.87054
C -2.20069 -0.64616 2.71666
C -2.13000 -0.65999 4.20752
C -3.59431 -0.98601 -0.68506
C -5.06315 -0.74827 -0.29681
C -3.23978 0.04314 -1.76001
C -3.44389 -2.41095 -1.23270
C -0.00073 3.31448 -2.07778
C -0.00047 2.04824 -2.92194
C -1.25234 4.14154 -2.40285
C 1.25064 4.14199 -2.40259
H -0.00301 4.87182 2.99277
H 0.87858 3.44662 3.55740
H -0.88243 3.44519 3.55718
H -0.00213 5.04755 0.31709
H -0.00037 1.09746 3.43086
H 4.11247 -1.57497 2.16692
H 3.04992 -1.07867 4.61381
H 1.29389 -1.25163 4.55900
H 2.01418 0.35450 4.61136
H 3.16940 1.04990 -1.32989
H 2.30232 -0.18389 -2.25354
H 4.03173 0.05907 -2.51405
H 5.20127 0.25724 0.11576
H 5.69058 -0.83795 -1.18821
H 5.42063 -1.46892 0.43648
H 2.41313 -2.59332 -1.53464
H 3.72528 -3.14782 -0.47940
H 4.09134 -2.54425 -2.10421
H -4.10748 -1.58383 2.16708
H -3.04469 -1.08757 4.61353
H -2.00852 0.34529 4.61276
H -1.28879 -1.26092 4.55652
H -5.19962 0.25381 0.11667
H -5.41854 -1.47230 0.43788
H -5.68954 -0.84169 -1.18679
H -3.16843 1.04668 -1.32944
H -4.03091 0.05592 -2.51359
H -2.30139 -0.18696 -2.25343
H -3.72367 -3.15124 -0.47959
H -2.41207 -2.59643 -1.53533
H -4.09062 -2.54733 -2.10406
H -0.88072 1.43313 -2.73284
H 0.87963 1.43313 -2.73242
H -0.00019 2.32358 -3.97920
H -2.15926 3.58483 -2.15576
H -1.27473 4.37536 -3.46991
H -1.26782 5.08139 -1.84700
H 2.15773 3.58561 -2.15541
H 1.26569 5.08180 -1.84666
H 1.27311 4.37590 -3.46966
Br 0.00014 -1.35323 -1.93188
*
```



(2)
The following is a quantum chemistry calculation of C11H24CaF8N5O16S8 as an isolated structure at a distorted geometry, from OMol25.

Properties
LUMO, Eh: 0.0382
E, eV: -178868.285
Relative energy (zero: lowest compared OMol25 entry of this formula, charge and spin), kcal per mole: 0.0
Gap between HOMO and LUMO, eV: 8.7
Max |F|, eV/A: 6.890
E_HOMO, eV: -7.62

```
! RIJCOSX wB97M-V def2-TZVPD def2/J DEFGRID3
* xyz -1 1
Ca 1.38284 -2.77252 -0.50003
C -3.91268 3.28398 3.42311
C -2.96766 4.46244 3.16744
C -1.82692 4.09076 2.21979
C -2.33293 3.85793 0.80940
N -1.28468 3.43107 -0.15670
C -1.85521 3.34079 -1.54943
C -0.61185 3.16308 -2.40167
C 0.50052 3.93775 -1.68049
C -0.21241 4.46280 -0.41889
C -0.64658 2.16906 0.35614
C -1.54716 0.93336 0.36599
C -0.92275 -0.35382 0.91805
H -3.99498 2.58529 2.58367
H -4.92160 3.55381 3.71842
H -3.46575 2.65864 4.20215
H -2.54670 4.73180 4.13208
H -3.54130 5.27665 2.71499
H -1.37813 3.20597 2.67362
H -1.04389 4.84939 2.14194
H -2.81257 4.73601 0.38231
H -3.03835 3.03182 0.85478
H -2.39650 2.39506 -1.57854
H -2.40257 4.24052 -1.79481
H -0.32463 2.14726 -2.62024
H -0.79404 3.48515 -3.43314
H 1.38357 3.39761 -1.38758
H 0.81394 4.86276 -2.17138
H 0.48232 4.57963 0.40919
H -0.77687 5.38009 -0.58641
H -0.31224 2.35474 1.37320
H 0.28099 1.95402 -0.17196
H -1.84496 0.72168 -0.66948
H -2.45437 1.18587 0.92488
H -0.03242 -0.79152 0.42757
H -1.60430 -1.20086 0.85628
H -0.60502 -0.14863 1.94183
N 0.39527 -3.64346 1.26953
S 1.24048 -4.33976 2.57383
O 1.24100 -5.74129 2.55350
O 1.19193 -3.65839 3.79982
F 2.68419 -4.01314 1.99928
S -1.00173 -4.33757 1.55868
O -1.60165 -4.01842 2.81075
O -1.16050 -5.61817 0.99424
F -1.89659 -3.47741 0.53184
N -0.07854 -2.30798 -2.08029
S -1.14246 -3.10701 -2.91372
O -0.80307 -3.38492 -4.25275
O -2.50667 -2.91211 -2.58543
F -0.84391 -4.49799 -2.17791
S -0.21334 -0.90281 -2.98223
O -1.44582 -0.19348 -2.96726
O 0.62399 -0.78688 -4.10814
F 0.58987 -0.01880 -1.89880
N 2.68283 -1.16920 0.44975
S 2.71348 -0.39121 1.88100
O 2.10077 0.90417 1.78731
O 3.81312 -0.63180 2.71676
F 1.56055 -1.22063 2.59580
S 3.58471 0.01397 -0.35126
O 4.77289 0.42173 0.29922
O 2.88325 0.97682 -1.12250
F 4.08678 -0.91842 -1.52629
N 2.72720 -4.29465 -1.57383
S 2.94602 -5.81814 -1.34612
O 4.19177 -6.25764 -0.82047
O 2.25546 -6.71110 -2.20408
F 2.07821 -5.91398 0.00611
S 3.85890 -4.03219 -2.82683
O 3.61150 -4.76037 -3.99490
O 5.17482 -3.82173 -2.40235
F 3.25321 -2.61548 -3.16834
*
```